[1]
4 unconnected molecules or ions with the total composition C13H37BN2O14P3, computed with ωB97M-V with the def2-TZVPD basis set.

Kohn-Sham gap   3.2286 eV
HOMO   -4.095 eV
Total charge   -1
Spin multiplicity   1
M   549.17 g mol⁻¹

Each line ends with the Löwdin charge.
Cartesian coordinates (Å):
N1 -3.37339 5.41984 -0.05623  0.0430
C1 -4.01887 4.40095 -0.45226  -0.3185
C2 -5.08718 3.71023 0.33985  -0.1193
B1 -4.36344 2.61064 1.37256  -0.7211
O1 -2.87076 2.71250 1.44066  -0.1082
C3 -2.58599 1.42383 1.92794  -0.1966
C4 -3.44371 0.56793 0.94855  -0.4260
N2 -3.30856 -0.84323 1.32754  0.0676
O2 -4.69651 1.16364 1.18347  -0.0371
H1 -3.71014 5.63492 0.88308  0.0330
H2 -3.81110 3.95734 -1.43120  0.0933
H3 -5.62351 4.44629 0.93881  0.0748
H4 -5.80377 3.18864 -0.30172  0.0810
H5 -4.70859 3.00738 2.50323  0.0963
H6 -3.17199 1.33903 2.85881  0.1194
H7 -1.52948 1.17153 2.05645  0.1128
H8 -3.21723 0.84179 -0.09371  0.1473
H9 -3.39211 -1.37428 0.46417  0.0600
H10 -2.32559 -0.94451 1.56067  0.0569
C5 4.32119 1.74194 0.31520  -0.1153
O3 2.98747 1.87185 0.78421  -0.2553
P1 2.59441 2.75446 2.11635  0.5455
O4 3.84863 3.49398 2.43041  -0.2789
O5 2.33822 1.44766 3.02465  -0.2468
C6 3.43722 0.63334 3.39219  -0.1133
O6 1.48603 3.59957 3.00048  -0.2177
C7 0.56349 4.44507 2.26115  -0.0852
H11 4.42484 2.27810 -0.62866  0.0741
H12 5.08086 2.09465 1.00627  0.0778
H13 4.50557 0.68275 0.12920  0.0939
H14 4.34482 1.22368 3.52906  0.0843
H15 3.60324 -0.14166 2.64007  0.0837
H16 3.18852 0.14957 4.33482  0.0863
H17 -0.04200 3.84757 1.58051  0.0825
H18 1.11692 5.20439 1.70278  0.0831
H19 -0.09479 4.93544 2.97074  0.0897
C8 -4.35926 -4.02983 2.80386  -0.1005
O7 -4.11631 -5.01044 1.77845  -0.2586
P2 -2.99347 -6.18800 2.01766  0.5592
O8 -2.68019 -6.03924 3.46618  -0.2765
O9 -1.95208 -5.48956 1.00773  -0.2441
C9 -1.47857 -4.20389 1.37235  -0.1040
O10 -2.29055 -7.67692 1.72543  -0.2282
C10 -3.17871 -8.79257 1.53091  -0.1241
H20 -5.35356 -4.18439 3.22283  0.0858
H21 -3.63085 -4.03024 3.60485  0.0753
H22 -4.33338 -3.04707 2.32902  0.0718
H23 -1.43213 -4.08725 2.45548  0.0882
H24 -2.13751 -3.44758 0.94461  0.0707
H25 -0.47715 -4.06032 0.97154  0.0916
H26 -3.81810 -8.63531 0.66081  0.0806
H27 -3.79663 -8.94697 2.41968  0.0844
H28 -2.57312 -9.67960 1.36336  0.0824
C11 6.61670 0.79369 -5.90873  -0.1330
O11 5.34844 1.41640 -6.03480  -0.2905
P3 4.15003 1.33336 -4.86567  0.6688
O12 4.98699 0.68399 -3.79396  -0.2875
O13 3.33849 0.27242 -5.77863  -0.2536
C12 3.95108 -0.95423 -6.13702  -0.1049
O14 2.81005 1.41363 -3.82373  -0.2308
C13 2.46722 2.70952 -3.33853  -0.1336
H29 7.39100 1.55330 -5.79279  0.0856
H30 6.67815 0.08779 -5.08849  0.0742
H31 6.79440 0.25863 -6.84501  0.0903
H32 4.61561 -1.31299 -5.34983  0.0888
H33 4.50131 -0.84536 -7.07329  0.0842
H34 3.15803 -1.68395 -6.28668  0.0921
H35 2.17928 3.36755 -4.15908  0.0795
H36 3.32434 3.13236 -2.80516  0.0762
H37 1.62774 2.62626 -2.65343  0.0934

[2]
A molecular structure, C33H55ClN2O2P2Ru, computed with ωB97M-V with the def2-TZVPD basis set.

Kohn-Sham gap (spin up / spin down)   3.7653 / 5.4198 eV
HOMO (spin up / spin down)   -0.994 / -3.339 eV
Total charge   -1
<S²>   8.824
Spin multiplicity   6
M   710.29 g mol⁻¹

Each line ends with the Mulliken spin population.
Cartesian coordinates (Å):
Ru1 -1.35118 0.96443 -0.92718  2.9980
P1 -0.68563 3.00225 -0.02790  -0.4070
C1 -2.12186 4.17777 0.20893  -0.0015
C2 0.34678 3.39566 1.56363  -0.0021
C3 0.23185 3.81429 -1.45147  0.0190
C4 -3.32116 3.42517 0.79463  0.0480
H1 -2.36436 4.48132 -0.82468  0.0290
C5 -1.82233 5.45596 1.01891  0.0029
H2 -1.80752 5.25802 2.09929  0.0005
H3 -2.63230 6.17624 0.83297  -0.0010
H4 -0.88592 5.94540 0.72707  0.0009
H5 -3.78469 2.78922 0.02907  0.0257
H6 -4.08044 4.13348 1.15754  0.0051
H7 -3.01698 2.78196 1.63676  -0.0146
H8 -0.53407 3.74640 -2.24410  0.0413
C6 1.44543 3.01142 -1.91762  -0.0403
C7 0.63708 5.27246 -1.24301  0.0142
H9 -0.22263 5.94653 -1.26552  -0.0015
H10 1.30538 5.55929 -2.06726  -0.0010
H11 1.20405 5.40606 -0.31123  -0.0007
H12 1.39375 1.99910 -1.52803  0.0491
H13 2.41458 3.41848 -1.59048  0.0007
H14 1.45614 2.91482 -3.01551  -0.0002
C8 -0.35669 2.95484 2.86864  0.0116
H15 0.39601 4.49571 1.61965  -0.0096
C9 1.80332 2.90830 1.42343  -0.0060
H16 -1.18162 3.62946 3.14770  -0.0007
H17 0.34669 2.93366 3.72177  -0.0010
H18 -0.77036 1.94023 2.75927  0.0054
H19 1.85706 1.92683 0.92705  0.0058
H20 2.29790 2.82057 2.40795  -0.0002
H21 2.39756 3.63023 0.84070  0.0003
Cl1 0.21821 0.14024 1.71542  0.0571
H22 -2.60883 1.15317 0.00541  0.1574
H23 -0.85423 1.58252 -2.25567  0.3603
P2 -2.04347 -1.57936 -1.44074  -0.1791
C10 -2.25896 -1.39394 -3.36560  -0.0415
C11 -1.49302 -3.35931 -1.31163  0.0022
C12 -3.86297 -1.49397 -0.95721  -0.0040
C13 -1.15546 -0.57952 -4.03963  0.0235
H24 -3.20524 -0.82708 -3.43718  0.0068
C14 -2.43586 -2.73882 -4.08042  0.0075
H25 -1.47913 -3.26170 -4.19055  0.0013
H26 -2.81678 -2.55081 -5.09330  -0.0048
H27 -3.15234 -3.40136 -3.58437  0.0022
H28 -1.30174 0.50044 -3.89203  0.0201
H29 -1.16054 -0.76932 -5.12615  -0.0065
H30 -0.15281 -0.84061 -3.66724  0.0720
H31 -4.20004 -0.57389 -1.47249  0.0576
C15 -4.18697 -1.30075 0.53047  0.0270
C16 -4.65694 -2.67778 -1.52261  0.0014
H32 -4.82187 -2.57752 -2.59879  -0.0014
H33 -5.64437 -2.72309 -1.04435  0.0004
H34 -4.16892 -3.63858 -1.31888  -0.0001
H35 -3.37106 -0.82134 1.08122  0.0036
H36 -4.46235 -2.24116 1.03236  0.0024
H37 -5.06226 -0.63495 0.61054  0.0090
C17 -0.08706 -3.42265 -1.95901  -0.0425
H38 -2.17288 -3.94001 -1.95263  -0.0030
C18 -1.57734 -4.00949 0.08156  0.0091
H39 -0.19505 -3.79842 -2.97951  -0.0029
H40 0.55883 -4.14032 -1.43829  0.0051
H41 0.43401 -2.44647 -2.00996  0.0329
H42 -1.00171 -3.46794 0.84834  0.0010
H43 -1.18961 -5.03683 0.00168  -0.0003
H44 -2.63030 -4.09424 0.38259  0.0004
O1 -0.90219 -1.41375 0.07662  -0.0445
C19 0.34072 -0.86839 0.21017  0.1152
N1 1.39148 -1.84702 0.26289  -0.0584
C20 2.48759 -1.68620 1.10354  0.2753
C21 1.56883 -0.11929 -1.74485  0.7601
O2 2.68983 0.02965 -2.10243  0.0161
N2 0.57547 -0.02651 -0.98219  -0.1442
C22 2.21642 -1.86220 2.56040  0.0462
C23 2.02709 -0.78885 3.46606  0.0315
C24 1.41539 -1.05762 4.68817  0.0104
C25 1.37365 -2.36843 5.15634  0.0025
C26 1.87750 -3.40795 4.36259  0.0087
C27 2.24039 -3.17266 3.04334  0.0434
C28 3.85286 -1.58913 0.70360  0.0664
C29 4.81483 -1.51414 1.77182  0.1827
C30 6.17670 -1.49966 1.55253  -0.1224
C31 6.66492 -1.45411 0.24519  0.2215
C32 5.76516 -1.52957 -0.83460  -0.1122
C33 4.40137 -1.67767 -0.61832  0.2133
H45 0.90228 -2.73090 0.46130  0.0750
H46 2.37174 0.22033 3.19132  -0.0073
H47 0.92315 -0.25446 5.23777  -0.0004
H48 1.00874 -2.57360 6.16252  0.0004
H49 1.93177 -4.41902 4.75459  0.0007
H50 2.59732 -3.97537 2.38838  -0.0037
H51 4.46163 -1.51921 2.80781  0.0343
H52 6.82822 -1.50665 2.42590  -0.0054
H53 7.73120 -1.37741 0.06536  0.0190
H54 6.13403 -1.48563 -1.86476  -0.0068
H55 3.73713 -1.87525 -1.47340  0.0384

[3]
A molecular structure, H12LiO6, computed with ωB97M-V with the def2-TZVPD basis set.

Kohn-Sham gap   11.6684 eV
HOMO   -14.805 eV
Total charge   +1
Spin multiplicity   1
M   115.03 g mol⁻¹

Each line ends with the Löwdin charge.
Cartesian coordinates (Å):
Li1 18.17601 -10.95026 -15.13910  0.7278
O1 16.66490 -11.23338 -13.54563  -0.0729
H1 16.65796 -11.15310 -12.58403  0.0680
H2 15.74339 -11.12954 -13.81536  0.0670
O2 18.77218 -13.06488 -15.08374  -0.0793
H3 19.27838 -13.69181 -15.61307  0.0647
H4 18.41136 -13.58764 -14.35452  0.0648
O3 18.90313 -9.48177 -13.88815  -0.0885
H5 18.46506 -8.97898 -13.19081  0.0755
H6 19.77246 -9.06478 -13.99676  0.0721
O4 18.67146 -11.10912 -17.11145  -0.1033
H7 18.53762 -10.31325 -17.64149  0.0615
H8 19.24879 -11.67069 -17.64082  0.0682
O5 21.27907 -10.78676 -15.16414  -0.0556
H9 21.87185 -11.52207 -15.36099  0.0536
H10 20.92070 -11.00142 -14.29349  0.0243
O6 16.94195 -9.36725 -15.82951  -0.0868
H11 17.47811 -8.56653 -15.75606  0.0609
H12 16.06181 -9.05469 -16.07384  0.0780